Computed, not measured: C33H27CrN4O4 as an isolated structure in a non-equilibrium geometry, with the ωB97M-V functional and the def2-TZVPD basis.

```
69
Properties=species:S:1:pos:R:3:forces:R:3:mulliken_charge:R:1
Cr 1.035 -0.167 0.289 -0.976 0.567 -1.026 -0.59
O 0.044 -1.096 1.734 0.205 0.278 -0.033 0.04
C 0.392 -1.638 2.834 0.395 -0.222 0.310 0.28
C -0.611 -2.197 3.664 -0.049 -0.014 0.071 -1.08
C -0.306 -2.727 4.887 -0.041 0.172 -0.318 -0.51
C 1.019 -2.759 5.334 0.425 -0.052 0.285 -0.82
C 2.022 -2.284 4.531 -0.079 -0.043 0.100 -0.85
C 1.750 -1.718 3.272 -0.611 -0.139 0.080 0.79
C 2.823 -1.310 2.441 -0.036 0.151 -0.308 -0.37
N 2.733 -0.757 1.271 -0.177 -0.431 1.058 0.50
C 3.979 -0.469 0.608 0.736 0.336 -0.503 -1.01
C 3.678 -0.182 -0.855 0.615 -0.336 0.159 -1.04
N 2.502 0.645 -0.967 0.291 0.427 0.480 0.62
C 2.653 1.713 -1.698 -0.079 0.163 -0.166 -0.39
C 1.647 2.496 -2.293 -0.311 -0.050 0.319 0.88
C 1.966 3.687 -2.971 -0.121 0.216 -0.256 -0.80
C 1.015 4.369 -3.678 0.609 0.318 0.021 -0.66
C -0.313 3.907 -3.700 -0.182 -0.262 0.197 -0.52
C -0.662 2.753 -3.069 -0.164 0.121 -0.207 -0.81
C 0.315 1.950 -2.398 0.339 -0.386 0.059 0.08
O 0.055 0.798 -1.982 -0.056 0.095 -0.298 -0.20
H -1.622 -2.176 3.290 -0.133 0.053 -0.031 0.48
H -1.095 -3.119 5.509 -0.084 -0.077 0.081 0.43
H 1.243 -3.161 6.309 0.085 -0.089 0.093 0.39
H 3.052 -2.344 4.858 0.101 0.003 0.058 0.40
H 3.821 -1.498 2.852 -0.035 0.024 -0.143 0.30
H 4.683 -1.306 0.699 -0.118 0.137 0.025 0.52
H 4.452 0.417 1.061 -0.049 -0.094 -0.067 0.27
H 3.457 -1.123 -1.370 0.145 -0.008 0.024 0.24
H 4.555 0.285 -1.331 -0.186 -0.176 0.039 0.57
H 3.682 2.007 -1.955 -0.106 -0.144 0.021 0.15
H 2.989 4.044 -2.943 0.048 0.045 -0.012 0.37
H 1.276 5.260 -4.227 0.060 0.140 -0.002 0.39
H -1.061 4.477 -4.233 -0.079 0.042 -0.038 0.41
H -1.674 2.378 -3.089 -0.105 -0.072 -0.038 0.51
C 1.910 2.309 2.161 0.556 0.221 0.271 -1.22
O 0.908 1.634 1.431 -0.303 0.100 -0.072 0.63
C -0.393 2.042 1.644 -0.793 -0.345 -0.341 0.63
C -0.762 3.044 2.526 0.180 -0.033 0.044 -0.88
C -2.106 3.343 2.703 -0.029 -0.116 -0.141 -0.81
C -3.077 2.650 1.994 0.020 0.171 0.186 -0.83
C -2.719 1.654 1.107 0.508 -0.168 -0.132 -0.74
C -1.370 1.328 0.915 -0.665 1.265 1.139 0.32
N -0.909 0.330 0.097 0.816 -1.953 -0.739 2.44
N -1.753 -0.434 -0.461 -0.648 1.538 0.774 -1.38
C -1.447 -1.455 -1.254 1.287 -0.983 -0.305 0.69
C -0.135 -2.024 -1.421 -1.400 0.218 -0.028 0.52
O 0.892 -1.644 -0.771 0.538 -0.285 -0.182 -0.14
C 0.028 -3.098 -2.342 0.177 -0.326 -0.305 -1.08
C -1.006 -3.641 -3.026 0.387 0.274 0.336 -1.09
C -2.326 -3.154 -2.839 -0.351 0.316 0.209 0.84
C -3.411 -3.740 -3.509 -0.141 0.076 0.006 -0.90
C -4.674 -3.218 -3.393 0.068 -0.169 -0.113 -0.54
C -4.884 -2.092 -2.593 0.044 0.066 0.098 -0.84
C -3.846 -1.530 -1.892 -0.113 0.037 -0.015 -0.28
C -2.543 -2.049 -1.981 -0.230 -0.186 -0.246 0.49
H 1.784 2.153 3.239 -0.037 -0.014 -0.161 0.39
H 1.897 3.381 1.938 -0.021 -0.177 -0.024 0.39
H 2.865 1.888 1.849 -0.111 0.040 -0.021 0.22
H -0.024 3.583 3.101 0.031 -0.006 -0.027 0.47
H -2.383 4.115 3.408 -0.030 0.020 -0.009 0.43
H -4.121 2.879 2.156 -0.045 0.003 -0.051 0.42
H -3.467 1.097 0.564 0.020 -0.037 -0.048 0.41
H 1.041 -3.449 -2.468 0.087 -0.097 -0.049 0.50
H -0.840 -4.433 -3.741 0.038 -0.131 0.015 0.39
H -3.233 -4.619 -4.112 0.027 -0.044 -0.139 0.40
H -5.500 -3.670 -3.921 -0.069 -0.042 -0.044 0.39
H -5.876 -1.667 -2.530 -0.035 0.044 0.068 0.41
H -4.010 -0.668 -1.264 -0.041 0.029 0.013 0.41
```
Forces are in eV/Å.

- Energy above the lowest of the compared OMol25 structures with the same formula, charge and spin: 85.27 kJ/mol
- Frontier orbital gap (spin up / spin down): 0.230 / 0.227 hartree
- Multiplicity: 2
- <S²>: 0.760

---

Computed, not measured: C33H27F5N7O2ReS as an isolated structure in a non-equilibrium geometry, with the ωB97M-V functional and the def2-TZVPD basis.

```
76
Properties=species:S:1:pos:R:3:forces:R:3:mulliken_charge:R:1
Re -0.057 -0.404 -0.645 -0.430 0.052 0.982 0.48
C 2.340 -1.291 -2.898 -0.020 0.016 -0.029 -1.17
C 2.876 -0.684 -1.641 0.030 -0.059 0.079 0.79
C 4.245 -0.723 -1.379 -0.015 0.011 -0.029 -0.75
C 4.757 -0.125 -0.248 0.003 0.011 0.017 -0.87
C 3.901 0.568 0.606 -0.036 -0.039 -0.006 -0.55
C 2.564 0.592 0.303 -0.008 -0.032 0.047 0.62
N 2.049 -0.059 -0.782 0.059 0.099 -0.018 0.08
C 1.558 1.399 1.005 -0.034 0.011 0.054 0.66
C 1.772 2.344 1.994 -0.004 -0.015 -0.021 -0.80
C 0.730 3.192 2.340 0.006 -0.005 0.009 -0.94
C -0.470 3.152 1.636 -0.021 -0.023 -0.033 -0.75
C -0.636 2.180 0.674 0.051 0.041 -0.051 0.91
N 0.337 1.272 0.456 0.061 0.258 -0.103 -0.20
C -1.686 2.084 -0.350 0.013 0.003 -0.001 0.23
C -2.776 2.912 -0.458 0.012 -0.048 0.006 -0.65
C -3.580 2.801 -1.592 -0.011 0.007 0.007 -0.79
C -3.245 1.895 -2.575 0.043 0.004 -0.027 -0.81
C -2.151 1.049 -2.406 -0.042 0.028 0.078 1.02
C -1.788 0.051 -3.457 -0.011 0.003 -0.042 -0.99
N -1.403 1.137 -1.292 0.038 0.070 -0.174 0.09
H 2.643 -0.675 -3.747 0.020 -0.009 -0.002 0.41
H 1.253 -1.361 -2.911 0.003 0.000 0.003 -0.17
H 2.751 -2.287 -3.054 0.002 -0.001 0.002 0.42
H 4.895 -1.224 -2.083 0.000 -0.010 0.001 0.56
H 5.817 -0.173 -0.035 0.006 0.009 -0.007 0.53
H 4.281 1.074 1.481 -0.002 0.015 -0.002 0.51
H 2.741 2.442 2.462 0.004 0.009 -0.004 0.50
H 0.875 3.932 3.116 0.006 0.015 -0.012 0.52
H -1.240 3.889 1.815 0.003 0.005 0.005 0.50
H -2.994 3.640 0.309 0.015 0.021 -0.011 0.52
H -4.448 3.437 -1.705 0.017 0.026 -0.020 0.52
H -3.819 1.832 -3.490 -0.031 -0.030 0.017 0.56
H -1.471 0.572 -4.363 0.000 0.002 0.000 0.47
H -2.645 -0.568 -3.720 0.001 -0.008 0.010 0.36
H -0.965 -0.604 -3.158 -0.001 -0.006 0.006 -0.27
C -0.166 -3.664 3.385 0.008 -0.014 0.001 -0.75
N -1.202 -2.827 3.975 -0.067 -0.007 -0.032 0.27
C -2.125 -3.265 4.905 -0.009 0.056 0.049 -0.23
C -2.932 -2.221 5.194 0.005 -0.057 -0.025 -0.65
N -2.495 -1.170 4.419 0.003 0.043 -0.013 0.09
C -1.432 -1.536 3.676 -0.002 -0.220 -0.242 -0.29
S -0.562 -0.528 2.596 0.210 0.160 -0.194 0.12
H -0.601 -4.327 2.637 -0.008 0.010 -0.008 0.39
H 0.301 -4.255 4.169 0.007 0.003 -0.002 0.42
H 0.571 -3.013 2.926 -0.007 -0.001 0.060 -0.02
H -2.114 -4.269 5.290 -0.008 -0.011 -0.008 0.48
H -3.766 -2.140 5.868 0.028 0.015 0.041 0.44
H -2.855 -0.230 4.438 0.005 -0.002 0.008 0.21
N -3.965 -5.195 -2.157 -0.030 -0.002 0.020 -0.32
C -3.271 -4.775 -1.090 -0.054 -0.002 -0.104 0.27
O -2.559 -5.465 -0.391 0.076 0.027 -0.019 -0.56
C -3.349 -3.306 -0.722 0.082 -0.003 0.134 -0.46
C -4.334 -2.790 0.107 -0.067 -0.022 -0.083 -0.20
C -4.156 -1.524 0.648 0.025 0.053 -0.009 -1.32
C -2.988 -0.839 0.394 -0.075 0.026 -0.063 -0.22
N -2.028 -1.331 -0.413 -0.131 -0.069 -0.139 0.16
C -2.236 -2.530 -0.986 0.004 -0.026 0.081 -0.17
H -3.943 -6.177 -2.393 -0.013 -0.004 0.009 0.29
H -4.575 -4.590 -2.678 -0.009 -0.004 0.009 0.21
H -5.218 -3.371 0.340 0.007 -0.010 0.019 0.55
H -4.903 -1.082 1.292 0.003 -0.008 0.016 0.54
H -2.791 0.109 0.869 -0.002 0.012 -0.016 0.54
H -1.462 -2.912 -1.634 0.017 -0.022 0.033 0.79
F 3.354 -6.604 0.716 -0.012 -0.005 0.004 -0.25
C 2.653 -5.537 0.405 0.001 -0.011 -0.018 0.55
C 2.849 -4.353 1.106 -0.029 0.031 -0.019 0.54
F 3.733 -4.296 2.088 -0.020 -0.003 0.022 -0.29
C 2.114 -3.228 0.777 0.093 -0.095 -0.026 -0.50
F 2.280 -2.095 1.471 0.074 0.037 -0.072 -0.44
C 1.193 -3.266 -0.261 -0.153 0.078 -0.225 0.35
O 0.465 -2.182 -0.608 0.206 -0.397 0.042 1.27
C 0.998 -4.459 -0.954 0.126 -0.049 0.044 -0.23
F 0.119 -4.487 -1.955 0.021 0.011 -0.030 -0.38
C 1.721 -5.592 -0.627 -0.038 0.053 0.043 0.51
F 1.531 -6.713 -1.289 0.009 0.000 -0.020 -0.26
```
Forces are in eV/Å.

- Net charge: +3
- Frontier orbital gap (spin up / spin down): 0.241 / 0.183 hartree
- Multiplicity: 4
- <S²>: 3.781

---

Computed, not measured: C33H27F6NO2PSbSe4Tc as an isolated structure in a non-equilibrium geometry, with the ωB97M-V functional and the def2-TZVPD basis.

```
76
Properties=species:S:1:pos:R:3:forces:R:3:mulliken_charge:R:1
Tc -0.479 0.509 -0.994 -0.463 0.814 -0.476 1.34
O -1.740 -0.466 -0.333 0.159 -0.602 0.045 0.97
C -2.401 -0.959 0.869 -0.012 0.009 0.590 2.83
C -2.625 0.362 1.608 0.233 0.037 -0.485 -1.84
C -1.319 1.011 1.977 0.267 0.184 -0.314 0.48
C -1.097 1.237 3.316 -0.054 0.031 0.205 -1.00
C 0.042 1.893 3.732 0.026 0.008 0.252 -1.09
C 0.918 2.347 2.774 0.141 0.135 0.217 -0.56
C 0.691 2.104 1.435 -0.394 -0.194 -0.150 0.47
C 1.639 2.764 0.464 -0.388 -0.231 -0.221 -1.83
C 2.267 1.859 -0.583 0.393 0.040 0.375 1.91
O 1.062 1.259 -1.210 0.803 -0.096 0.079 0.25
C 3.118 0.726 -0.036 -0.393 -0.121 -0.080 -0.20
C 3.473 -0.293 -0.915 0.018 -0.109 -0.078 -0.10
C 4.219 -1.372 -0.470 -0.027 -0.057 0.009 -0.90
C 4.633 -1.432 0.857 -0.003 0.007 0.005 -0.62
C 4.308 -0.403 1.729 -0.028 0.037 -0.045 -1.06
C 3.544 0.673 1.287 0.028 0.024 0.050 -0.02
C 2.985 2.690 -1.624 -0.234 -0.131 -0.301 0.01
C 4.366 2.834 -1.567 0.056 0.000 -0.015 -0.16
C 5.011 3.637 -2.500 0.020 0.035 0.029 -1.03
C 4.286 4.286 -3.489 0.001 0.003 0.001 -0.58
C 2.905 4.140 -3.546 -0.007 -0.002 0.056 -0.99
C 2.254 3.348 -2.611 0.085 0.091 -0.021 -0.30
N -0.407 1.394 1.024 0.037 0.095 0.300 0.63
C -3.662 -1.667 0.447 0.007 -0.051 -0.205 -1.02
C -3.558 -2.957 -0.074 0.026 -0.061 -0.040 -0.06
C -4.693 -3.634 -0.487 -0.049 -0.020 -0.033 -1.08
C -5.944 -3.027 -0.387 0.032 0.008 -0.034 -0.51
C -6.048 -1.739 0.119 0.019 0.069 0.010 -1.08
C -4.906 -1.057 0.533 -0.194 -0.014 -0.010 -0.40
C -1.440 -1.842 1.661 0.200 0.033 -0.280 -0.40
C -1.955 -2.610 2.703 -0.087 0.014 0.053 -0.36
C -1.104 -3.374 3.489 0.015 0.012 0.052 -1.07
C 0.265 -3.379 3.246 -0.033 -0.024 -0.002 -0.63
C 0.784 -2.611 2.214 -0.024 0.028 0.011 -1.41
C -0.070 -1.845 1.430 0.079 0.032 -0.030 1.38
H -3.210 0.175 2.501 -0.006 0.029 0.119 0.56
H -3.183 1.035 0.952 -0.100 0.034 0.025 0.61
H -1.837 0.900 4.031 0.048 0.011 -0.024 0.50
H 0.232 2.065 4.784 -0.014 0.001 -0.050 0.48
H 1.798 2.912 3.059 -0.091 -0.042 -0.032 0.53
H 2.435 3.259 1.009 0.038 0.075 0.084 0.42
H 1.092 3.536 -0.078 -0.014 0.127 -0.020 0.75
H 3.170 -0.245 -1.957 -0.017 -0.011 0.065 0.54
H 4.474 -2.166 -1.160 0.010 0.048 0.047 0.47
H 5.215 -2.276 1.207 -0.016 0.073 -0.039 0.47
H 4.650 -0.429 2.757 -0.012 -0.006 -0.043 0.48
H 3.319 1.471 1.986 0.025 -0.103 -0.093 0.42
H 4.942 2.323 -0.804 -0.041 0.032 -0.087 0.50
H 6.088 3.751 -2.452 -0.083 -0.012 -0.007 0.45
H 4.796 4.906 -4.216 -0.036 -0.053 0.049 0.42
H 2.336 4.648 -4.316 0.036 -0.048 0.037 0.44
H 1.175 3.241 -2.661 0.029 -0.009 -0.014 0.28
H -2.586 -3.434 -0.154 -0.104 0.054 0.037 0.51
H -4.605 -4.643 -0.875 -0.019 0.109 0.023 0.46
H -6.834 -3.564 -0.697 0.091 0.053 0.031 0.46
H -7.018 -1.261 0.205 0.094 -0.080 0.000 0.46
H -5.018 -0.058 0.939 0.007 -0.086 -0.025 0.63
H -3.024 -2.618 2.900 0.126 -0.031 -0.058 0.51
H -1.517 -3.975 4.292 0.047 0.055 -0.080 0.46
H 0.924 -3.990 3.853 -0.059 0.055 -0.033 0.47
H 1.849 -2.606 2.008 -0.098 -0.009 0.002 0.51
H 0.385 -1.278 0.616 -0.072 -0.138 0.150 -0.36
Se -6.058 2.371 -1.219 0.304 0.135 -0.428 -0.15
Sb -4.580 3.267 -2.718 -0.537 -0.160 0.455 0.63
Se -1.870 2.234 -1.983 0.258 -0.295 -0.137 0.06
Se -3.853 -0.764 -3.148 -0.374 -0.456 0.344 0.17
Se -2.861 1.030 -3.901 0.509 0.689 -0.071 -0.11
F -0.287 -0.300 -2.860 -0.587 0.127 0.469 -0.79
P 0.002 -2.167 -3.016 0.317 -0.772 -0.131 1.34
F 0.282 -3.694 -3.098 -0.061 0.083 0.079 -0.31
F -1.368 -2.332 -2.194 -0.056 0.107 -0.123 -0.18
F 0.734 -1.957 -1.583 0.106 0.138 0.047 -0.36
F -0.828 -2.041 -4.347 -0.148 0.127 -0.073 -0.34
F 1.315 -1.726 -3.750 0.246 0.119 -0.012 -0.37
```
Forces are in eV/Å.

- Net charge: +2
- Energy above the lowest of the compared OMol25 structures with the same formula, charge and spin: 0.00 kJ/mol
- Frontier orbital gap (spin up / spin down): 0.207 / 0.204 hartree
- Multiplicity: 2
- <S²>: 0.760